1.
The following is a quantum chemistry calculation of C3H6F2O in the gas phase, from OMol25.

Each line ends with the Mulliken charge.
Atoms and positions in Å:
C  1.8613  0.1051  0.0360  -0.751
O  0.5061  0.4432  -0.3548  -0.309
C  -0.4446  -0.2849  0.3407  -0.424
C  -1.6954  0.1901  -0.3130  0.387
F  -2.0597  1.3810  0.1906  -0.252
F  -2.7140  -0.7144  -0.0617  -0.274
H  2.5473  0.7593  -0.5645  0.229
H  2.0473  -0.9874  -0.3050  0.283
H  1.9746  0.3376  0.9813  0.365
H  -0.1419  -1.4007  0.0593  0.268
H  -0.3395  -0.2287  1.4322  0.304
H  -1.5416  0.3998  -1.4411  0.176

Summary:
M	96.1	g mol⁻¹
LUMO level	1.0	eV
calculated total energy	-10689.33374	eV
relative energy (zero: lowest compared OMol25 entry of this formula, charge and spin)	115.19	kJ/mol
strongest force on any atom	6.845	eV/Å
orbital gap	11.30	eV
HOMO	-10.325	eV


2.
The following is a quantum chemistry calculation of a 2-piece molecular cluster, C5H12O overall, from OMol25.

Each line ends with the Mulliken charge.
Atoms and positions in Å:
C  1.8981  -0.3206  -0.4811  -0.566
O  1.2208  -0.0820  0.7185  -0.347
C  -0.0982  -0.1353  0.5603  0.864
C  -0.2583  1.1452  -1.2743  -1.135
C  -0.6935  -1.4191  0.0283  -1.291
C  -0.8494  0.5714  1.6581  -1.450
H  1.0756  0.3415  -1.1518  0.304
H  1.8538  -1.3766  -0.7828  0.235
H  2.9415  -0.0208  -0.3234  0.243
H  0.0904  1.3663  -2.3147  0.383
H  -1.2771  0.7940  -1.3746  0.301
H  -0.1961  2.0882  -0.7326  0.260
H  -0.3313  -1.6286  -0.9785  0.401
H  -0.4353  -2.2754  0.6708  0.391
H  -1.7830  -1.3372  -0.0053  0.349
H  -1.2310  -0.1064  2.4366  0.366
H  -0.2133  1.3223  2.1338  0.354
H  -1.7137  1.0732  1.2127  0.339

Summary:
M	88.1	g mol⁻¹
LUMO level	0.9	eV
calculated total energy	-7423.27084	eV
relative energy (zero: lowest compared OMol25 entry of this formula, charge and spin)	389.85	kJ/mol
strongest force on any atom	2.167	eV/Å
orbital gap	9.01	eV
HOMO	-8.076	eV


3.
The following is a quantum chemistry calculation of C4H10FP as an isolated structure, from OMol25.

Each line ends with the Mulliken charge.
Atoms and positions in Å:
C  -1.2108  1.2123  -0.8526  -0.958
C  0.8673  -1.1919  -0.7973  -1.219
C  0.0019  1.0615  0.0001  -0.898
C  0.4419  -0.3125  0.3905  1.041
F  1.8749  -0.1615  1.3111  -0.455
P  -0.7179  -1.1332  1.4925  -0.125
H  -1.1781  0.8255  -1.9019  0.338
H  -1.4111  2.2783  -0.7691  0.340
H  -2.1003  0.8302  -0.2131  0.256
H  0.0501  -1.0321  -1.5513  0.284
H  1.7653  -0.5875  -1.1003  0.285
H  1.0184  -2.2473  -0.6181  0.400
H  -0.1213  1.7800  0.9069  0.307
H  0.9402  1.6252  -0.4926  0.295
H  -0.1848  -0.4751  2.5260  0.045
H  -0.0360  -2.4722  1.6692  0.062

Summary:
M	108.1	g mol⁻¹
LUMO level	0.9	eV
calculated total energy	-16314.32007	eV
relative energy (zero: lowest compared OMol25 entry of this formula, charge and spin)	133.70	kJ/mol
strongest force on any atom	4.874	eV/Å
orbital gap	10.55	eV
HOMO	-9.668	eV


4.
The following is a quantum chemistry calculation of a 13-piece molecular cluster, CH29N3O12 overall, from OMol25.

Each line ends with the Mulliken charge.
Atoms and positions in Å:
N  -1.3877  1.3115  -1.5835  -0.412
C  -1.1478  -0.0237  -1.3291  -0.031
N  -1.7795  -0.8656  -2.2248  -0.452
N  -0.5534  -0.4470  -0.2945  0.284
H  -1.2690  1.9144  -0.7900  0.244
H  -1.8314  1.5704  -2.4436  0.221
H  -1.4974  -1.8271  -2.0941  0.247
H  -1.9244  -0.6676  -3.1982  0.243
H  -0.3756  0.2241  0.4617  0.014
H  3.4449  2.2537  -1.0862  0.331
H  2.3612  2.9997  -0.2874  0.307
O  3.2244  3.1036  -0.7008  -0.629
H  4.3793  -0.3117  -0.1016  0.318
H  3.2063  0.4962  -0.3588  0.304
O  4.1207  0.4223  -0.6730  -0.661
H  1.4855  -1.1007  0.9058  0.280
H  2.7432  -1.5491  1.7195  0.226
O  2.1967  -0.7985  1.4795  -0.534
H  -1.5488  -2.9730  1.9042  0.343
H  -2.0967  -1.4929  1.5313  0.276
O  -2.2970  -2.3690  1.8668  -0.697
H  -3.3543  2.1981  -0.7484  0.312
H  -3.7340  1.5660  0.5249  0.333
O  -3.1865  2.2936  0.1936  -0.653
H  0.5263  0.0861  -2.9491  0.338
H  1.1357  0.9990  -4.0809  0.308
O  0.7254  0.1531  -3.8857  -0.632
H  0.3515  -3.1831  0.0442  0.277
H  -0.5465  -1.9906  0.1192  0.252
O  -0.1141  -2.6467  0.6995  -0.788
H  -0.9300  2.0736  1.9988  0.244
H  0.5859  1.8028  2.2186  0.302
O  -0.2104  1.4814  1.7537  -0.606
H  -0.8869  0.1139  4.0817  0.318
H  -1.4669  -1.3110  3.8577  0.356
O  -1.2923  -0.6368  4.5226  -0.641
H  2.3774  1.0100  2.2633  0.385
H  3.1171  1.8778  1.4072  0.365
O  2.4422  1.9719  2.1007  -0.748
H  1.5539  -1.5056  -1.8091  0.307
H  3.0528  -1.7609  -2.1159  0.297
O  2.3582  -1.9081  -1.4674  -0.579
H  -3.5562  -0.8165  -1.1206  0.355
H  -4.1765  -1.2255  0.1707  0.330
O  -4.2251  -0.5126  -0.4822  -0.654

Summary:
M	275.3	g mol⁻¹
LUMO level	-0.2	eV
calculated total energy	-30548.76366	eV
relative energy (zero: lowest compared OMol25 entry of this formula, charge and spin)	43.47	kJ/mol
strongest force on any atom	2.756	eV/Å
orbital gap	10.16	eV
HOMO	-10.336	eV


5.
The following is a quantum chemistry calculation of a 2-piece molecular cluster, C22H16N3S overall, from OMol25.

Each line ends with the Mulliken charge.
Atoms and positions in Å:
C  -5.0669  -0.5468  2.7382  -0.403
C  -4.3861  -1.7425  3.0217  -0.687
C  -3.0066  -1.8228  2.8310  -0.413
C  -2.3081  -0.7394  2.2563  0.664
C  -0.8687  -0.7743  1.9861  -0.044
N  -0.3238  0.3561  1.5962  -0.340
C  0.9002  0.7731  1.3846  -0.523
C  1.2446  2.0756  1.8416  0.129
N  1.5563  3.1280  2.2587  -0.680
C  -0.0848  -2.0132  2.1417  0.278
C  -0.5524  -3.2247  1.5957  -0.363
C  0.1933  -4.3947  1.7330  -0.628
C  1.4128  -4.3666  2.4271  -0.365
C  1.8532  -3.1761  3.0253  -0.614
C  1.1302  -1.9941  2.8460  -0.253
C  -2.9806  0.4818  2.0598  -0.624
C  -4.3452  0.5910  2.3310  -0.506
H  -6.1540  -0.5022  2.8669  0.325
H  -4.9252  -2.6176  3.3952  0.342
H  -2.4581  -2.7210  3.1109  0.430
H  1.7055  0.0683  1.0937  0.525
H  -1.4971  -3.2325  1.0493  0.533
H  -0.1739  -5.3279  1.2979  0.338
H  2.0105  -5.2797  2.5158  0.337
H  2.7719  -3.1619  3.6176  0.344
H  1.4866  -1.0610  3.2860  0.449
H  -2.4171  1.3432  1.6995  0.355
H  -4.8526  1.5494  2.2090  0.357
C  2.4614  3.4739  -6.4329  -0.377
C  1.3409  2.6344  -6.3359  -0.413
C  0.9657  2.1109  -5.0985  -0.275
C  1.7012  2.4287  -3.9423  0.298
N  1.3311  1.9510  -2.6802  -0.491
C  2.0045  1.7571  -1.6608  0.712
S  3.0237  1.5311  -0.5025  -0.367
C  2.8605  3.2075  -4.0696  -0.222
C  3.2408  3.7356  -5.3026  -0.568
H  2.7236  3.9183  -7.3917  0.341
H  0.7628  2.4006  -7.2326  0.339
H  0.1106  1.4407  -5.0113  0.414
H  3.4701  3.3908  -3.1848  0.317
H  4.1395  4.3522  -5.3703  0.332

Summary:
M	354.5	g mol⁻¹
LUMO level	2.6	eV
calculated total energy	-38378.37632	eV
relative energy (zero: lowest compared OMol25 entry of this formula, charge and spin)	23.56	kJ/mol
strongest force on any atom	2.529	eV/Å
total charge	-1
orbital gap	5.26	eV
HOMO	-2.629	eV


6.
The following is a quantum chemistry calculation of a 2-piece molecular cluster, C2H3NO2 overall, from OMol25.

Each line ends with the Mulliken charge.
Atoms and positions in Å:
C  0.6710  -0.3592  0.4309  0.043
C  0.1798  1.0369  0.4622  -0.677
N  -1.7837  -0.6275  -0.9175  0.209
O  0.7057  -1.0043  -0.6654  -0.555
O  -0.9894  -1.2553  -1.4487  0.069
H  0.9290  -0.9610  1.2964  0.383
H  0.1692  1.6775  1.3617  0.263
H  0.1185  1.4927  -0.5196  0.265

Summary:
M	73.1	g mol⁻¹
LUMO level (spin up / spin down)	-1.2 / -1.2	eV
calculated total energy	-7702.13000	eV
relative energy (zero: lowest compared OMol25 entry of this formula, charge and spin)	551.22	kJ/mol
strongest force on any atom	5.167	eV/Å
orbital gap (spin up / spin down)	7.16 / 7.15	eV
HOMO (spin up / spin down)	-8.382 / -8.381	eV


7.
The following is a quantum chemistry calculation of a 2-piece molecular cluster, HN2O5 overall, from OMol25.

Each line ends with the Mulliken charge.
Atoms and positions in Å:
N  1.7909  -0.0937  0.0126  0.670
N  -1.7799  0.0609  -0.0509  1.078
O  2.5160  -0.2697  0.9280  -0.517
O  -2.9332  0.4467  0.2140  -0.678
O  -1.5160  -0.9160  -0.7254  -0.661
O  2.0632  0.2651  -1.1346  -0.531
O  -0.8425  0.6884  0.4300  -0.725
H  0.7014  -0.1818  0.3263  0.364

Summary:
M	109.0	g mol⁻¹
LUMO level	4.3	eV
calculated total energy	-13229.61485	eV
relative energy (zero: lowest compared OMol25 entry of this formula, charge and spin)	34.89	kJ/mol
strongest force on any atom	4.562	eV/Å
total charge	-1
orbital gap	9.28	eV
HOMO	-4.967	eV


8.
The following is a quantum chemistry calculation of a 13-piece molecular cluster, C3H33NO13 overall, from OMol25.

Each line ends with the Mulliken charge.
Atoms and positions in Å:
C  -0.0456  -0.0991  0.4864  1.520
N  0.5808  0.7074  1.5195  -0.335
C  2.0415  0.7340  1.2455  -0.207
O  2.5241  -0.5113  1.5324  -0.565
C  -1.5470  0.1673  0.3027  0.413
H  0.2540  -1.2135  0.6644  -0.318
H  0.3629  0.2582  -0.5403  -0.583
H  0.2864  0.3242  2.5063  0.319
H  2.3456  1.5940  1.9871  0.342
H  2.3043  0.9808  0.1541  0.144
H  2.5228  -0.9403  2.3908  0.314
H  -1.9063  -0.3200  -0.5698  0.402
H  -1.7861  1.2327  0.0483  -0.507
H  -2.0353  -0.1886  1.2732  0.023
H  -2.1037  2.4265  -0.1992  -0.177
H  -2.3479  3.4973  -1.3904  0.291
O  -1.9488  3.3844  -0.5513  -0.709
H  -3.0224  0.8757  2.8379  0.386
H  -3.6845  1.6475  1.7989  0.354
O  -3.2798  1.7482  2.6598  -0.635
H  -1.0816  -4.1330  -0.0593  0.312
H  -1.3305  -2.6529  -0.5050  0.356
O  -1.6983  -3.4110  0.0481  -0.775
H  -2.1660  -0.2280  4.2095  0.273
H  -1.9939  -1.4861  2.9973  0.370
O  -2.4098  -0.7274  3.4174  -0.812
H  2.6948  1.6286  -2.0430  0.389
H  4.1650  1.0445  -2.2409  0.250
O  3.3089  0.9397  -1.8194  -0.690
H  0.5497  -1.8612  -1.8990  0.447
H  -0.7176  -2.5440  -2.6148  0.271
O  -0.4209  -1.9408  -1.9691  -0.658
H  0.9210  3.0516  -1.8509  0.519
H  0.4170  2.0308  -2.7259  0.301
O  1.2340  2.4279  -2.5925  -0.791
H  -1.0778  -3.3316  2.7898  0.298
H  -1.4968  -2.6606  1.5282  0.456
O  -0.9780  -2.4975  2.3385  -0.713
H  -0.3109  4.1737  -0.2663  0.374
H  0.7671  3.1213  0.2646  0.286
O  0.6237  3.7867  -0.4438  -0.773
H  2.3767  -0.4224  -2.1059  0.381
H  2.6972  -1.9930  -1.9825  0.256
O  2.0853  -1.3213  -2.3256  -0.722
H  2.1971  -2.2317  0.5768  0.364
H  2.1821  -3.7982  0.3629  0.281
O  2.2514  -2.9478  -0.0859  -0.573
H  -0.7811  0.6764  -3.8121  0.254
H  -0.5759  0.0978  -2.4681  0.338
O  -0.9471  0.9039  -2.8796  -0.740

Summary:
M	291.3	g mol⁻¹
LUMO level	0.0	eV
calculated total energy	-31753.03375	eV
relative energy (zero: lowest compared OMol25 entry of this formula, charge and spin)	392.88	kJ/mol
strongest force on any atom	4.124	eV/Å
orbital gap	9.01	eV
HOMO	-9.008	eV